Record 1
34
Properties=species:S:1:pos:R:3 method="wB97M-V/def2-TZVPD" total_charge=-2 e_lumo_ha=0.164 homo_lumo_gap_ev=3.6 spin_multiplicity=1
Pd 0.414 0.459 -0.065
B 2.837 -1.411 -2.677
N 3.108 -1.444 -1.137
C 4.205 -2.035 -0.631
C 4.109 -2.035 0.746
C 2.875 -1.407 0.989
N 2.281 -1.053 -0.147
N 1.693 -0.458 -3.156
C 1.522 -0.168 -4.459
C 0.365 0.573 -4.595
C -0.114 0.679 -3.278
N 0.690 0.059 -2.419
H 3.872 -1.031 -3.216
H 2.581 -2.551 -3.055
H 4.973 -2.410 -1.291
H 4.822 -2.419 1.458
H 2.388 -1.171 1.921
H 2.239 -0.509 -5.190
H -0.058 0.978 -5.501
H -0.986 1.184 -2.895
Cl -5.442 2.293 4.946
C -4.363 1.494 3.790
C -4.655 0.188 3.348
C -3.831 -0.436 2.460
C -2.617 0.178 1.914
O -1.891 -0.419 1.111
C -2.370 1.528 2.408
C -1.232 2.353 2.019
O -0.308 2.123 1.260
C -3.247 2.131 3.321
H -5.542 -0.312 3.722
H -4.048 -1.441 2.115
H -1.248 3.350 2.522
H -3.023 3.138 3.663

Record 2
44
Properties=species:S:1:pos:R:3 method="wB97M-V/def2-TZVPD" de_lowest_kcal_mol=8.6 e_lumo_ha="-0.106 / -0.124" s2=0.7598 homo_lumo_gap_ev="6.8 / 6.5" spin_multiplicity=2
Pt 0.173 0.219 0.660
C -3.979 -0.063 -0.888
C -2.494 0.065 -0.973
O -1.795 -0.473 -0.111
C -1.980 0.833 -2.118
C -0.697 0.898 -2.500
C -0.174 1.578 -3.714
N 0.225 0.231 -1.659
N 1.074 -0.493 -2.172
C 1.830 -1.192 -1.153
O 1.400 -1.244 0.012
C 2.983 -1.937 -1.584
C 3.716 -2.658 -0.633
C 4.853 -3.332 -1.025
C 5.263 -3.284 -2.354
C 4.540 -2.566 -3.298
C 3.396 -1.892 -2.919
H -4.249 -0.738 -0.082
H -4.390 -0.401 -1.840
H -4.390 0.928 -0.677
H -2.726 1.311 -2.737
H -0.989 2.027 -4.275
H 0.344 0.848 -4.339
H 0.547 2.338 -3.415
H 3.392 -2.670 0.399
H 5.428 -3.889 -0.297
H 6.160 -3.809 -2.655
H 4.874 -2.531 -4.326
H 2.826 -1.325 -3.641
F -2.044 0.366 2.722
P -2.206 1.948 2.589
F -3.278 1.707 1.422
F -3.268 2.078 3.729
F -0.938 2.137 3.532
F -0.926 1.804 1.187
F -2.167 3.483 2.219
F 1.447 2.506 -1.403
B 2.702 2.343 -0.768
F 2.597 2.792 0.560
F 2.980 0.925 -0.730
F 3.699 2.983 -1.462
Se 1.696 0.823 2.282
C 2.416 -0.847 2.619
N 2.913 -1.861 2.846

Record 3
43
Properties=species:S:1:pos:R:3 method="wB97M-V/def2-TZVPD" de_lowest_kcal_mol=0.0 e_lumo_ha=-0.025 homo_lumo_gap_ev=6.7 spin_multiplicity=1
Ir 0.700 0.616 -0.115
N -3.715 -1.287 -0.675
C -2.949 -0.262 0.136
C -3.848 0.324 1.214
P -1.585 -1.314 0.890
O -1.408 -0.746 2.335
O -2.195 -2.666 0.825
O -0.312 -1.121 0.049
P -2.290 0.954 -1.080
O -3.410 2.093 -1.224
O -2.177 0.193 -2.348
O -1.103 1.656 -0.422
H -3.459 -2.203 -0.230
H -3.355 -1.234 -1.641
H -4.718 -1.121 -0.662
H -4.157 -0.439 1.930
H -4.729 0.792 0.768
H -3.299 1.081 1.771
H -0.606 -0.119 2.364
H -3.196 2.872 -0.697
Br 5.642 -1.696 4.119
C 4.060 -0.916 3.454
C 3.151 -0.316 4.319
Br 3.471 -0.263 6.175
C 1.992 0.266 3.799
Br 0.721 1.128 4.895
C 1.735 0.248 2.437
O 0.618 0.800 1.906
C 2.651 -0.359 1.561
O 2.401 -0.351 0.254
C 3.807 -0.930 2.082
Br 4.993 -1.705 0.840
I 2.178 2.701 -0.959
C 1.801 1.443 -2.586
C 2.248 1.542 -3.880
C 1.848 0.533 -4.750
C 1.044 -0.497 -4.291
C 0.643 -0.508 -2.966
N 1.026 0.460 -2.132
H 2.876 2.361 -4.195
H 2.169 0.557 -5.783
H 0.723 -1.290 -4.949
H 0.012 -1.273 -2.539

Record 4
31
Properties=species:S:1:pos:R:3 method="wB97M-V/def2-TZVPD" de_lowest_kcal_mol=77.5 e_lumo_ha=-0.043 smiles="CCc1ccccc1NC(=O)c1ccc([N+](=O)[O-])s1" homo_lumo_gap_ev=7.9 spin_multiplicity=1
C -3.238 1.483 0.645
C -2.617 2.192 -0.560
C -1.531 3.143 -0.149
C -1.733 4.512 -0.293
C -0.807 5.442 0.139
C 0.360 5.014 0.750
C 0.590 3.661 0.896
C -0.332 2.725 0.435
N -0.009 1.362 0.636
C 0.004 0.390 -0.313
O -0.334 0.537 -1.470
C 0.460 -0.934 0.164
C 0.768 -1.404 1.423
C 1.145 -2.749 1.416
C 1.113 -3.271 0.144
N 1.431 -4.588 -0.246
O 1.777 -5.361 0.624
O 1.336 -4.850 -1.428
S 0.619 -2.135 -1.057
H -2.505 0.870 1.164
H -4.051 0.838 0.318
H -3.637 2.211 1.349
H -2.217 1.452 -1.255
H -3.397 2.751 -1.080
H -2.651 4.853 -0.750
H -0.999 6.496 0.012
H 1.087 5.727 1.106
H 1.502 3.315 1.363
H 0.505 1.177 1.485
H 0.715 -0.818 2.324
H 1.426 -3.323 2.280

Record 5
37
Properties=species:S:1:pos:R:3 method="wB97M-V/def2-TZVPD" total_charge=-2 de_lowest_kcal_mol=0.0 e_lumo_ha="0.173 / 0.182" s2=3.8360 homo_lumo_gap_ev="4.4 / 5.9" spin_multiplicity=4
C -0.329 0.661 -3.633
C 1.072 0.820 -3.362
C 1.212 1.692 -2.239
C -0.091 2.070 -1.802
C -1.048 1.449 -2.669
V -0.016 -0.331 -1.652
N -1.701 -1.022 -2.012
C -0.011 -2.122 -2.449
C 1.374 -1.648 -2.650
H 2.145 2.123 -1.879
H 1.895 0.449 -3.971
H -0.314 2.813 -1.046
H -2.117 1.607 -2.617
H -0.762 0.113 -4.464
H 1.673 -1.658 -3.687
H -0.118 -2.864 -1.630
H -2.111 -1.785 -1.294
H 2.074 -2.259 -2.108
H -0.427 -2.411 -3.413
O -0.556 -0.211 6.243
N 0.344 -0.490 5.423
O 1.414 -1.040 5.752
C 0.123 -0.157 4.040
C -1.089 0.455 3.688
C -1.320 0.801 2.369
C -0.450 0.353 1.327
O -0.914 0.348 0.142
C 0.847 -0.184 1.723
C 1.103 -0.441 3.075
N 1.855 -0.546 0.784
O 2.961 -0.896 1.211
O 1.615 -0.584 -0.524
N -2.524 1.505 1.940
O -3.551 1.342 2.641
O -2.463 2.261 0.949
H -1.846 0.675 4.437
H 2.053 -0.886 3.357

Record 6
30
Properties=species:S:1:pos:R:3 method="wB97M-V/def2-TZVPD" total_charge=-1 e_lumo_ha=0.067 homo_lumo_gap_ev=4.3 spin_multiplicity=1
C 0.767 -2.581 0.573
C 1.446 -2.285 -0.753
O 1.912 -3.207 -1.390
N 1.567 -0.977 -1.255
C 2.945 -0.653 -1.652
C 0.962 0.018 -0.417
C 1.678 0.820 0.434
C 1.084 1.777 1.199
C -0.270 2.000 1.161
C -0.988 1.199 0.317
C -0.405 0.217 -0.470
C -1.321 -0.591 -1.354
O -0.974 -1.085 -2.401
C -2.712 -0.772 -0.831
C -3.266 0.174 -0.096
C -2.478 1.413 0.213
O -2.990 2.493 0.329
H -0.311 -2.690 0.438
H 1.145 -3.555 0.882
H 1.024 -1.881 1.367
H 3.663 -0.729 -0.830
H 3.218 -1.301 -2.481
H 2.946 0.380 -2.001
H 2.755 0.732 0.507
H 1.679 2.401 1.855
H -0.760 2.787 1.758
H -3.266 -1.679 -1.047
H -4.260 0.091 0.328
O -2.242 3.732 3.264
H -2.549 3.751 2.352

Record 7
27
Properties=species:S:1:pos:R:3 method="wB97M-V/def2-TZVPD" e_lumo_ha="0.026 / -0.083" s2=2.0144 homo_lumo_gap_ev="6.5 / 6.2" spin_multiplicity=3
C -2.920 0.074 2.259
C -1.804 0.843 2.581
C -2.846 -0.712 1.125
C -0.696 0.887 1.739
C -1.769 -0.644 0.260
C -0.724 0.211 0.538
C 2.349 -0.997 -2.142
C 1.090 -0.491 -2.626
C 2.666 -0.938 -0.898
C 0.307 0.091 -1.753
C 1.101 2.001 -0.391
C 1.726 -0.592 0.169
C 0.491 0.233 -0.284
S 2.632 2.383 -0.282
S -0.278 3.071 -0.610
H -3.737 0.055 2.903
H -1.840 1.406 3.493
H -3.545 -1.410 0.876
H 0.034 1.662 2.106
H -1.796 -1.327 -0.540
H 3.040 -1.490 -2.816
H 0.959 -0.793 -3.685
H 3.667 -1.191 -0.553
H -0.670 0.480 -2.016
H 1.331 -1.573 0.452
H 2.131 -0.187 1.081
H 0.362 4.250 -0.308

Record 8
40
Properties=species:S:1:pos:R:3 method="wB97M-V/def2-TZVPD" total_charge=+1 de_lowest_kcal_mol=5.7 e_lumo_ha="-0.175 / -0.237" s2=0.7854 homo_lumo_gap_ev="7.6 / 6.2" spin_multiplicity=2
Zn 0.519 -0.506 -0.502
Br -3.173 -4.172 -0.055
C -1.983 -3.372 1.219
C -2.177 -3.702 2.564
C -1.229 -3.195 3.466
Br -1.488 -3.823 5.195
C -0.080 -2.457 3.088
C 0.878 -2.081 3.990
C 1.925 -1.310 3.498
C 2.012 -0.935 2.142
N 0.970 -1.172 1.291
C 0.050 -2.067 1.749
C -0.951 -2.509 0.821
O -0.864 -2.077 -0.404
H -2.907 -4.391 2.916
H 0.763 -2.361 5.048
H 2.674 -0.899 4.211
H 2.802 -0.391 1.748
C -1.424 4.233 -2.210
N -1.492 2.938 -1.592
C -2.663 2.725 -0.779
C -0.730 1.810 -1.960
C -0.144 1.734 -3.310
O -0.645 0.871 -1.132
H -1.272 4.957 -1.401
H -2.410 4.504 -2.632
H -0.652 4.333 -2.935
H -2.945 1.697 -0.799
H -3.514 3.266 -1.185
H -2.422 2.877 0.293
H -0.552 2.476 -4.010
H -0.289 0.764 -3.826
H 0.916 1.945 -3.199
F 2.668 0.739 -2.931
P 3.317 0.077 -1.623
F 4.220 -0.915 -2.542
F 1.978 -1.034 -1.777
F 3.685 -0.776 -0.315
F 4.393 1.207 -1.385
F 2.233 0.992 -0.733

| no. | DFT total energy (eV) |
| --- | --- |
| 1 | -40409.168 |
| 2 | -127982.233 |
| 3 | -342729.724 |
| 4 | -33631.247 |
| 5 | -59644.466 |
| 6 | -23354.578 |
| 7 | -35341.000 |
| 8 | -234864.246 |